# 1
A cluster of 12 separate species, C37H70Br23ClNO4 in total, computed with wB97M-V/def2-TZVPD.

```
! wB97M-V def2-TZVPD RIJCOSX def2/J DEFGRID3
* xyz 1 1
C 3.8341 -1.5987 1.6643
C 2.7250 -1.2943 0.6746
O 2.4633 0.1159 0.6024
C 1.6806 0.4450 -0.4326
O 1.1480 -0.4103 -1.1938
C 1.5091 1.9145 -0.6337
C 0.1812 2.5216 -0.1348
C -0.9847 1.5355 -0.1195
C -1.5178 0.9504 1.1895
C -2.1937 -0.4030 0.8665
Cl -3.4464 -0.1992 -0.3643
C -1.2213 -1.5216 0.4597
C -1.5086 -2.8325 1.1996
O -2.4871 1.8613 1.6811
C -3.2624 1.3638 2.7531
C -2.5253 0.5453 3.8297
N -1.2130 -0.0480 3.3991
C -0.5176 0.7884 2.3306
C -0.1630 2.1050 3.0367
C 1.3054 2.3771 3.1255
O 1.9710 3.2382 2.5297
Br 2.0712 1.2331 4.5221
H 4.6854 -2.0186 1.1442
H 3.4471 -2.2988 2.3887
H 4.1825 -0.7089 2.1660
H 1.8077 -1.7864 0.9820
H 2.9973 -1.6557 -0.3075
H 1.5247 2.0315 -1.7104
H 2.3632 2.4660 -0.2636
H -0.0499 3.2829 -0.8720
H 0.3216 3.0720 0.7834
H -1.8631 2.0150 -0.5329
H -0.7390 0.7497 -0.8230
H -2.7365 -0.7687 1.7303
H -1.3252 -1.7141 -0.5973
H -0.1972 -1.2302 0.6453
H -1.0802 -2.8512 2.1993
H -2.5828 -2.9555 1.3177
H -1.1582 -3.6895 0.6440
H -3.7217 2.2181 3.2307
H -4.0764 0.7670 2.3519
H -3.1757 -0.2396 4.1909
H -2.3036 1.1676 4.6859
H -1.2719 -1.0286 3.1303
H -0.5884 -0.0312 4.2050
H 0.3747 0.2296 2.0823
H -0.6601 2.9866 2.6415
H -0.4714 2.0668 4.0751
Br 2.8010 4.8554 -1.9016
C 2.8856 5.3840 -0.0277
C 3.5227 6.7345 0.1401
Br 5.4497 6.6433 -0.1022
H 3.4322 4.6046 0.4944
H 1.8535 5.3996 0.3192
H 3.3670 7.1009 1.1516
H 3.1493 7.4594 -0.5741
Br -0.4408 5.6149 -5.5958
C 0.9960 4.3114 -5.4907
C 0.5037 2.9102 -5.7285
Br -0.4773 2.2280 -4.1855
H 1.4477 4.4271 -4.5113
H 1.7117 4.5917 -6.2593
H 1.3402 2.2317 -5.8722
H -0.1692 2.8406 -6.5750
Br 0.9616 -3.1813 4.6202
C 1.3364 -5.0480 4.1544
C 2.7074 -5.4574 4.6161
Br 4.0727 -4.7009 3.4617
H 1.2124 -5.1284 3.0808
H 0.5695 -5.6321 4.6537
H 2.8262 -6.5336 4.5521
H 2.9268 -5.1265 5.6258
Br -7.9279 4.0352 -1.4996
C -6.0978 3.8012 -0.9009
C -5.8754 2.4551 -0.2652
Br -6.6844 2.3391 1.5039
H -5.8936 4.6229 -0.2229
H -5.4744 3.8943 -1.7876
H -4.8121 2.2725 -0.1210
H -6.3044 1.6426 -0.8442
Br 6.7524 1.6034 1.1692
C 6.9806 2.0870 -0.7021
C 5.6687 2.4517 -1.3371
Br 4.5822 0.8742 -1.6883
H 7.4555 1.2424 -1.1883
H 7.6532 2.9406 -0.7086
H 5.8223 2.9225 -2.3047
H 5.0769 3.1068 -0.7079
Br 1.9982 -4.6169 -0.2389
C 1.7771 -6.4981 -0.6876
C 0.3623 -6.9627 -0.4728
Br -0.0474 -7.1926 1.4158
H 2.4924 -7.0463 -0.0848
H 2.0450 -6.5810 -1.7377
H 0.2086 -7.9383 -0.9262
H -0.3642 -6.2600 -0.8645
Br 0.6817 -0.7065 -7.0683
C -0.1607 -1.3293 -5.4257
C 0.7949 -1.3053 -4.2654
Br 2.0823 -2.7610 -4.3571
H -0.5391 -2.3244 -5.6303
H -0.9899 -0.6505 -5.2442
H 0.2647 -1.4416 -3.3264
H 1.3701 -0.3872 -4.2192
Br -1.8681 6.9483 -1.1357
C -3.0310 6.0064 0.1009
C -2.6539 6.2632 1.5346
Br -1.0160 5.3086 1.9894
H -2.9630 4.9528 -0.1527
H -4.0383 6.3675 -0.0927
H -3.4203 5.8881 2.2081
H -2.4645 7.3099 1.7423
Br -8.7812 0.3281 -3.3904
C -9.8153 -0.3108 -1.8736
C -9.1656 0.0438 -0.5629
Br -7.6144 -1.0788 -0.2073
H -9.9312 -1.3804 -2.0051
H -10.7851 0.1740 -1.9499
H -9.8518 -0.1318 0.2613
H -8.8193 1.0723 -0.5356
Br 5.9346 -0.6754 -5.1306
C 4.5171 -0.8385 -6.4530
C 5.0126 -0.6170 -7.8542
Br 5.3342 1.2680 -8.2167
H 3.7470 -0.1306 -6.1693
H 4.1356 -1.8482 -6.3375
H 4.2583 -0.9276 -8.5727
H 5.9431 -1.1368 -8.0512
Br 0.8499 -8.6395 4.6626
C 0.0071 -8.8014 6.4121
C 1.0007 -8.6504 7.5324
Br 2.1147 -10.2277 7.7317
H -0.4892 -9.7648 6.4238
H -0.7368 -8.0093 6.4548
H 0.4827 -8.5304 8.4803
H 1.6726 -7.8135 7.3762
*
```

Calculated values
- HOMO energy (Eh) = -0.41118
- max |F| (eV/A) = 5.0
- total energy (eV) = -1672680.506
- LUMO (eV) = -2.68

# 2
The ion C5H8N with charge +1, computed with wB97M-V/def2-TZVPD.

```
! wB97M-V def2-TZVPD RIJCOSX def2/J DEFGRID3
* xyz 1 1
C -0.6752 -1.3104 -0.0324
C 1.5438 0.3291 -0.7694
C 1.4594 0.2568 0.7786
C -2.0138 0.8722 0.0097
C 0.3190 -0.1123 -0.0270
N -1.0147 0.0614 0.0688
H -0.6927 -1.9014 0.8990
H -0.8816 -1.9233 -0.9589
H 1.6064 1.2694 -1.3091
H 1.9192 -0.5985 -1.1891
H 1.8504 -0.5780 1.3593
H 1.4316 1.2071 1.1727
H -1.8730 1.9768 0.2284
H -2.9788 0.4511 -0.2305
*
```

Calculated values
- HOMO energy (Eh) = -0.57246
- max |F| (eV/A) = 4.8
- relative energy (zero: lowest compared OMol25 entry of this formula, charge and spin) (kcal per mole) = 89.51
- total energy (eV) = -6794.207
- LUMO (eV) = -5.27
- SMILES = C=[N+]1CC12CC2